Molecular formula: C48H68N12
Method: DFT, wB97M-V/def2-TZVPD

**Total charge**: 0
**SMILES string**: c1cc[nH]c1.c1cc[nH]c1.c1cc[nH]c1.c1cc[nH]c1.c1cc[nH]c1.c1cc[nH]c1.c1cc[nH]c1.c1cc[nH]c1.CCCC#N.CCCC#N.CCCC#N.CCCC#N
**Spin multiplicity**: 1
**HOMO-LUMO gap**: 8.397 eV
**E_HOMO**: -0.29869 Ha
**Energy relative to the best compared isomer or geometry (same formula, charge and spin)**: 0.0000 eV
**Strongest force on any atom**: 2.3 eV/Å

```
128
C48H68N12 (wB97M-V/def2-TZVPD)
H 0.3875 3.5796 2.8086
C 2.0677 5.9339 0.5179
H -2.1668 2.6277 0.5434
H -2.1167 5.1180 -2.1509
H 2.2511 7.9889 1.0450
H -6.0775 0.3352 -0.8816
H 3.5370 4.0301 5.5461
C -0.4647 1.0113 -0.8656
H 0.7615 -1.7601 0.3893
C -2.4573 -4.0395 -2.6876
H -3.1272 -0.6806 1.3913
H 3.8448 2.6908 -0.6613
C 2.0956 -5.5632 -0.2514
H -1.9227 -2.2274 -5.3317
H -3.3472 0.4102 0.0672
H 0.3400 -3.0538 4.2023
N -0.0411 -6.1549 0.0120
C -0.1562 4.2182 -2.8378
C -3.4703 -3.1000 -2.5397
H 4.3577 2.4629 1.7757
H 0.8973 0.7498 0.8992
C 0.6184 -7.2927 -0.3436
C 2.8420 0.9726 -1.7251
C -0.5766 3.1585 -3.8748
H 2.4861 2.5410 -4.6067
C -6.1959 -0.5574 -0.2651
C 0.8405 -5.1293 0.0685
H 0.8431 1.2459 3.5803
C 0.2856 7.1462 1.0387
H 4.2149 1.5491 3.1305
N -0.5977 -1.1910 -1.2218
H -0.2386 8.0276 1.3765
H -1.0569 -4.2727 -4.2241
C -2.3160 -2.5741 -4.3922
H -1.7756 0.0055 -2.4650
H -3.2494 4.4889 1.7209
C -2.2168 2.6855 1.6179
H -2.1290 -4.9284 -2.1760
C 0.1874 -0.9984 -0.1162
C 2.8431 3.5609 4.8720
H -4.9116 -2.0920 0.5524
H 2.6969 -7.6394 -0.9149
H 0.4117 -4.2021 0.4256
H 2.7850 1.4545 5.4821
C -7.1372 -1.5271 -0.8033
N -1.8218 -3.7238 -3.8670
C 1.4552 2.0846 3.8637
C 1.0921 -3.4275 -5.9250
H -0.3769 2.0500 -1.1314
H 0.0952 -8.2119 -0.5506
C 0.2976 0.3468 0.0961
C 3.4393 2.1991 -1.5310
H -4.3933 0.6140 1.2832
H -1.7444 -4.5845 5.7964
N 3.2851 2.9024 -2.6822
H 1.0679 4.0348 0.3550
C -1.4494 -4.2060 3.7299
C 2.6934 2.1268 -3.6315
H -1.1366 -4.7187 2.8173
H 3.5660 0.0096 1.2669
H 3.0538 -5.0853 -0.1419
N 1.4142 -4.4195 -3.9881
H -1.0315 -6.0413 0.1202
H -4.2303 -3.0502 -1.7829
C 4.6174 0.2595 1.4223
H 3.1327 5.7983 0.4029
H 4.9869 0.3851 0.4001
H -0.7381 6.2210 -2.0878
H -0.3099 3.4725 -4.8812
C -0.7046 -2.8764 3.9271
N -7.8564 -2.3234 -1.2108
H -2.7861 4.5534 4.2397
C -1.2447 -5.0795 4.9623
C 0.9992 5.0933 0.5599
C -1.7134 1.8584 2.6094
C 5.3875 -0.8956 2.0526
H -0.1733 -5.0800 5.1502
C -0.1629 5.8860 0.7654
N -3.1234 2.5674 -3.7163
H 5.5269 -1.7074 1.3371
C -4.8071 -1.1440 0.0201
H 0.8046 4.6665 -3.0870
H 1.2838 -5.6807 -5.6758
C -1.1514 5.3524 -2.6016
C -3.8984 -0.2238 0.7770
H 6.4154 -0.5667 2.2255
H -1.2058 5.6304 0.7598
H 0.6551 -1.4387 -4.9981
C 0.9126 -2.4820 -4.9103
C 4.7985 1.5573 2.2015
C 2.2737 0.9488 -3.0304
C -1.8267 2.5972 3.8169
H -1.3154 2.3034 4.7204
H 2.1652 5.2364 3.5946
H -1.2196 -2.2362 4.6372
H -0.7299 -2.1057 -1.6204
C -2.5701 3.7375 3.5736
H -4.3725 -1.3054 -0.9674
C -1.1303 0.0220 -1.6011
C 1.2312 -3.0972 -3.7081
H -0.0473 2.2536 -3.5708
N 1.6591 7.1911 0.9356
H 1.0076 -3.2844 -6.9913
H 2.8481 0.1519 -1.0287
C 2.3963 2.2266 4.8315
C -1.8711 -6.4157 4.8072
H 3.6191 3.8467 -2.7412
C 1.2734 -4.6603 -5.3346
N 1.2057 3.3340 3.3377
H -0.5372 -2.3842 2.9647
H -4.1144 -1.4507 -3.8025
C 2.1282 4.1979 3.8887
N 4.3677 -1.7129 4.3176
H -2.4994 -3.9686 3.5406
H -1.2678 0.8839 2.5065
H 1.7927 0.1257 -3.5283
H 5.8171 1.7727 2.5252
C 1.9398 -6.9592 -0.5623
H 1.5510 -5.1682 -3.3278
N -2.7769 3.7679 2.2349
N -2.3549 -7.4393 4.6413
C 4.7837 -1.3533 3.3108
H -1.4582 5.8017 -3.5574
C -2.0181 2.8558 -3.8105
H 0.0024 3.6991 -1.8936
H 1.2372 -2.7550 -2.6887
C -3.3434 -2.1717 -3.5706
H -6.6126 -0.1971 0.6823
```

These are the Löwdin partial charges, in e, on atoms 1 to 2:
1 H 0.1060
2 C -0.1406